1.
This record from the Open Molecules 2025 dataset describes a cluster of 3 separate species, C33H50N5O5 in total at a distorted geometry. The level of theory is ωB97M-V with the def2-TZVPD basis set.

Cartesian coordinates (Å):
H: -1.326567 -3.745124 1.722768
C: -3.210869 -1.628868 -3.197101
H: -0.848193 0.858514 3.933116
H: 2.998385 -2.037565 0.980734
C: 6.943101 1.560323 3.055246
H: -0.110513 0.291105 5.864670
C: -6.755500 0.598290 -5.737354
H: 4.172355 3.811034 -1.524311
H: 0.775168 -3.759659 0.859784
H: 2.933320 2.937348 0.099676
H: 6.515763 2.916046 -1.891799
C: -0.465253 -1.483375 4.926926
C: -1.527498 0.631402 -2.655967
H: 0.870624 -2.183948 -0.756845
C: -2.730940 -1.340849 -1.827380
C: -0.169465 0.240038 3.331411
N: -0.336680 -2.733278 5.354620
C: 3.423110 2.119981 -0.440643
O: -1.705151 1.058604 -4.960657
C: 5.902212 2.667226 -1.021472
H: 3.076548 -2.063191 -1.528615
H: -2.875295 0.776402 1.556686
C: -7.805780 1.244341 -5.238732
C: -1.433452 -1.889050 2.779131
O: -5.579640 -1.431387 -5.917496
C: 0.999791 -1.735157 0.236542
H: -3.223013 -1.041171 -5.230728
H: 4.268070 -1.068794 -0.743023
C: -8.809830 0.546576 -4.394197
H: 5.664485 0.526611 -0.865952
H: -7.372073 -2.600287 -4.456885
C: 0.547951 -2.774033 1.277356
C: -8.598757 -0.901523 -4.133119
N: -0.369655 -1.204545 3.608469
C: 2.306124 1.307325 -1.104578
C: -6.544074 -0.845816 -5.470183
H: -3.840979 -2.501614 -3.313092
H: 1.802450 1.961551 -1.828532
H: -2.761094 1.976782 2.822981
H: 1.544927 1.061622 -0.353988
H: -0.669713 -4.611560 4.807796
N: -0.713265 -0.521015 5.867058
H: 1.138933 -2.692410 2.194808
C: -0.958467 -2.730041 1.570146
H: 0.868885 0.478917 3.600845
H: 7.371677 2.014548 3.935044
H: 7.644717 2.864657 1.384750
H: -0.895192 1.504098 -2.544184
N: 6.428949 1.172643 0.928494
H: 7.346923 1.052899 -0.939252
C: -2.009975 0.343177 -4.034280
O: -0.367431 0.471648 1.982729
C: -2.474000 1.768008 1.786620
C: 2.461107 -1.294500 0.378155
H: -2.390950 3.683761 0.754016
C: 2.724203 0.030520 -1.833804
H: -0.409126 -2.928534 6.342698
C: -1.863373 -0.150910 -1.634834
C: 6.138574 0.397990 2.993072
H: -9.346147 -1.387731 -3.519234
H: 3.933400 1.516317 0.313235
H: 4.303330 2.325775 -2.432221
H: -7.983336 2.297089 -5.417591
H: -0.819566 -0.874872 6.809133
H: -4.017219 3.217830 1.275036
H: -6.009251 1.083161 -6.354180
H: 5.256332 -0.595321 1.208594
N: -0.173869 -3.798698 4.471839
C: -7.548057 -1.546415 -4.631908
H: -2.136278 -1.115731 2.473307
H: 6.127313 3.429315 -0.271543
C: -3.075905 2.841495 0.873291
H: -0.652199 1.949257 0.633021
H: -0.496147 2.521434 2.279363
H: -1.980860 -2.542462 3.455798
H: -1.456479 -2.325933 0.688380
H: 3.509996 0.240114 -2.566762
O: -3.022757 -2.049788 -0.883528
H: 1.864119 -0.310749 -2.421730
H: 0.337980 -0.875774 0.265202
H: 2.505856 -0.356749 0.941707
C: 4.422528 2.750480 -1.430573
H: 0.810294 -3.989631 4.329978
C: 7.106194 2.013475 1.767129
H: -1.523259 0.032817 -0.622338
C: 5.841575 0.186554 1.665343
C: 6.366032 1.289126 -0.522948
C: 3.196729 -1.140268 -0.950155
C: -2.877073 -0.849120 -4.222916
H: 5.827872 -0.215440 3.824975
H: -3.293580 2.433227 -0.115749
O: -9.761345 1.134573 -3.932516
C: -0.952814 1.736862 1.663221

Cartesian forces (eV/Å) of the 2 atoms listed first:
0.0 0.1 0.0
0.0 0.0 0.0

gap between HOMO and LUMO: 6.536 eV
E_LUMO: -3.291 eV
energy above the lowest of the compared OMol25 structures with the same formula, charge and spin: 0.000 eV
charge: +1



2.
This record from the Open Molecules 2025 dataset describes the ion C30H42N3O2 with charge +1 at a distorted geometry. The level of theory is ωB97M-V with the def2-TZVPD basis set.

Cartesian coordinates (Å):
C: 0.814900 8.630030 1.207943
H: -0.710749 10.887722 1.790798
C: 3.600001 5.442298 1.128421
H: 2.959191 -2.956781 -0.192857
H: 4.032420 2.203015 3.256521
N: 2.378075 0.358676 -0.197880
C: 2.099679 2.489723 0.312560
H: 3.808006 6.484802 1.369461
C: 7.963239 4.151470 2.913885
O: 9.259737 5.526930 4.323167
H: 0.964398 2.991270 -3.686255
H: 1.831183 3.839876 -2.386828
C: -0.165802 8.771756 0.200200
C: 6.780116 3.896483 2.253337
C: 8.111020 5.378718 3.617312
H: 8.577846 6.773269 5.886316
H: 0.268268 3.037774 -2.064251
N: 2.172097 1.688184 1.443534
H: 0.028366 0.573137 -2.298026
C: 1.924585 1.667337 -2.262351
C: 2.182203 1.598154 -0.755790
H: 4.532527 -0.713021 0.820571
C: 1.742671 0.635500 3.491255
H: 4.562080 3.525149 0.983405
H: 2.142070 7.257096 2.182110
H: 3.779960 0.633819 -2.758241
H: 3.116341 1.637384 -4.067689
H: 10.347553 6.542105 5.672028
H: 9.435358 7.616359 4.556559
H: 8.796148 3.441538 2.897339
C: 3.271666 1.580134 -2.981488
H: 0.046301 5.675708 -1.221719
H: 2.954575 -0.890503 -1.787495
C: 5.741339 4.861545 2.198970
C: 5.878724 6.047792 2.962582
C: 3.095831 2.727745 3.491804
H: 1.380834 -2.282742 -0.607167
C: 3.041856 -0.887561 -0.703544
N: 2.368866 0.416468 1.151142
H: 7.196103 7.298339 4.138242
C: -0.464487 7.664508 -0.639903
H: 1.477625 0.754344 4.546478
H: 1.004654 2.589330 2.917482
C: 0.297833 6.511342 -0.557840
C: 1.360951 6.410063 0.359683
H: 5.029336 -0.044258 -0.764934
H: 0.689163 3.970426 -0.029592
H: 1.053501 9.464732 1.870944
C: 2.324779 -2.071422 -0.096434
H: 1.443274 -0.472631 -2.542800
H: 0.368289 11.578605 0.526457
C: 4.587156 4.546818 1.371489
C: 1.490053 7.418403 1.324602
H: -1.403095 11.789832 0.401888
C: 9.397721 6.697083 5.157955
H: 2.670994 0.053858 3.407285
H: 3.168207 3.759884 3.139045
C: 7.061469 6.339108 3.622599
H: 4.960302 -1.800435 -0.520452
H: 3.927642 2.402224 -2.665203
C: 4.483574 -0.850618 -0.265754
H: 6.642252 2.961742 1.707281
C: 1.929036 1.996507 2.867813
H: 0.944282 0.082477 2.986390
C: 1.026756 0.518546 -2.748068
C: 1.644043 3.925877 0.515859
H: 2.129972 -1.895137 0.965546
C: 1.211550 2.965774 -2.616751
H: 0.913087 0.592302 -3.839046
H: 2.977271 2.757802 4.581513
C: 2.378729 5.213370 0.272414
H: 5.058332 6.772670 3.011382
H: -1.256003 7.779869 -1.373250
H: 1.315559 3.950525 1.562790
O: -0.799796 9.937495 -0.104948
H: 2.798357 5.283744 -0.757101
C: -0.607569 11.115128 0.721305

Cartesian forces (eV/Å) of the 2 atoms listed first:
-0.9 0.2 -0.4
0.0 0.0 -0.3

gap between HOMO and LUMO: 7.085 eV
E_LUMO: -2.804 eV
SMILES string: COc1ccc(/C=C/[C@@H](Cc2c(C(C)(C)C)[n+](C(C)C)nn2C(C)C)c2ccc(OC)cc2)cc1
energy above the lowest of the compared OMol25 structures with the same formula, charge and spin: 0.000 eV
charge: +1



3.
This record from the Open Molecules 2025 dataset describes a cluster of 14 separate species, C46H129N9O19 in total at a distorted geometry. The level of theory is ωB97M-V with the def2-TZVPD basis set.

Cartesian coordinates (Å):
C: 6.718183 -0.553555 -1.797636
C: 3.872463 0.003865 1.721864
N: -5.231277 5.294255 0.353694
H: 0.816953 3.840705 -5.552336
H: -4.083667 3.883775 -5.808946
C: -0.769897 -4.140735 -0.873506
O: 5.553913 1.720485 0.857844
C: -3.616247 -2.270515 4.244934
H: -3.224127 5.132665 -2.855716
C: -2.363917 -0.972565 -4.900676
O: 4.377953 0.285105 -1.548106
H: 3.514383 -1.325135 -5.719966
H: 0.905243 -0.827825 -5.865066
H: -3.382127 -1.735095 5.165044
C: 2.779153 -1.611025 -4.967756
C: 0.460683 -0.218925 -1.511476
C: 5.866513 -4.065025 1.172024
C: 0.169443 0.172545 6.228054
C: 4.804833 1.966575 -6.110676
C: -2.375807 0.597865 6.825224
H: -5.248927 6.013065 -0.355596
C: 1.375343 -1.746425 -5.513966
H: -0.634047 3.318205 2.527444
H: -0.216057 -4.672045 7.665104
H: -3.917337 3.141625 1.490624
N: -0.828217 -0.514805 8.348424
H: 0.804963 -5.758805 -0.913886
H: -0.459277 0.333385 8.754074
C: -4.547707 6.607945 2.333024
H: 3.160323 -5.877975 -0.104146
C: 3.209083 -3.570335 -1.789786
C: 1.516313 -3.197965 3.307734
O: -1.535437 4.034935 -2.973456
H: -0.088427 -1.195345 8.446704
C: -3.604927 -1.050735 -4.019196
H: 5.990843 1.476305 -2.027396
H: -0.329307 -3.082755 5.478074
C: -2.769467 4.427075 -3.551086
H: -3.725217 6.865795 3.000204
H: 0.358983 0.638185 -2.177156
H: 5.716303 0.684265 2.630514
C: -3.862207 -0.247245 2.703114
H: 4.644413 -5.417555 -0.797436
H: 1.453963 -2.378795 -6.398296
N: -0.545557 -4.255985 2.763984
H: 8.368493 0.196185 -2.453816
H: 5.330963 -6.120215 2.826054
H: -5.440007 -0.671245 -0.290356
H: -3.726857 -2.076415 -3.671046
C: -4.734087 -0.892645 -1.090826
H: 0.984193 -3.717675 -0.119706
O: -0.151877 0.586355 4.848274
H: 3.060383 -4.387445 -2.495696
H: -3.125157 -3.208135 4.505334
H: 1.813743 1.718965 -3.477746
H: -0.946917 -3.331065 2.823424
H: -0.613987 -3.929525 -1.931426
N: 0.026553 -3.468765 0.082984
H: -6.047107 0.891365 1.434434
H: -7.094337 0.118485 2.526384
H: 1.495103 -4.856845 8.041644
H: 7.002713 -0.414815 -0.754616
H: 1.157323 6.968955 0.088014
H: 1.544583 -0.331845 -1.489206
H: -2.343067 -1.759155 -5.654966
H: 3.391643 4.546885 1.205564
H: 3.881013 2.761105 -3.771616
C: -2.302117 -4.007805 -0.603366
H: -0.210747 2.598435 -4.755536
O: 1.684773 3.394455 1.341454
N: 4.831233 -6.180885 1.950454
O: 0.270403 -0.671655 0.940104
N: -4.709907 -0.819685 -4.919936
O: 2.764723 0.739345 1.243154
H: -2.771937 0.800585 5.830194
H: 2.753353 0.217435 -4.346846
H: -5.050117 -4.206085 -1.280136
H: 2.637153 -2.683935 -2.064166
H: 3.298623 3.784965 -5.038966
H: -5.292267 4.430855 -0.166806
H: -2.536157 7.001395 -4.224166
H: 4.842413 1.149855 -6.831556
H: -3.225697 5.663035 0.816654
H: 2.437983 5.259835 -1.194336
H: -2.303407 7.061015 -5.890126
O: 3.463873 1.826385 -5.518916
C: -3.561937 0.081815 -2.937816
N: -1.614687 -1.308485 3.130814
C: -3.874907 4.041925 2.103624
H: -4.674867 -2.523465 4.186194
H: 0.465913 3.920875 -3.139316
C: -0.231857 -5.579885 -0.629116
H: -2.570457 -3.895085 0.447054
H: 3.802923 -0.192005 -2.150846
H: 0.842353 -3.167125 7.618644
H: 6.519283 -4.556405 0.450534
H: -1.353547 -0.614195 2.445354
H: -1.399407 -1.273225 6.474104
H: 3.836273 -4.241155 1.827284
C: -1.542637 3.544355 1.969394
H: -2.239977 1.489695 7.437024
H: -4.883837 -5.751425 -1.679156
H: 0.750703 2.011665 -5.852866
C: -4.136597 5.392425 1.350634
H: -2.666367 0.090555 -2.316546
H: 0.009743 -1.587155 0.815494
C: 0.526123 -4.282305 3.788044
H: 4.241643 -3.265115 -1.959366
H: -4.987327 -1.842505 -1.561706
H: 6.332193 -3.932585 2.148604
H: 1.905603 0.404145 4.439374
H: -4.989307 -1.582265 -5.520356
H: -3.338907 3.497955 -3.574746
H: 6.323083 -1.569225 -1.777616
H: 1.207403 -2.187105 3.573884
H: -0.408167 -5.896765 0.398794
O: 3.075473 -3.907185 -0.404276
H: 2.425753 -3.261815 3.905184
H: 0.972763 1.039755 3.128644
H: 0.095193 1.161935 0.209354
H: -4.652567 3.936365 2.860074
O: 0.646353 -2.408235 -4.537566
H: -3.245447 0.193145 7.342934
H: -3.189307 -2.086195 2.094474
O: -2.571257 3.924925 2.793114
C: -1.144847 -0.327915 6.953374
H: -0.720277 3.234015 -1.221976
H: 0.479873 -1.870305 -3.760066
C: 3.880433 -5.059725 -0.107226
H: 5.174483 2.918405 -6.492096
H: 1.808273 4.565405 -3.559586
H: 4.574483 1.940505 2.613644
H: 1.656923 -3.168665 2.227234
O: 1.132373 -4.439365 6.096164
H: -1.543627 -1.065415 -4.188926
C: 1.049143 1.040275 4.215964
H: 5.428753 0.372245 -3.266106
H: 0.473663 1.083855 6.742904
H: 2.010203 0.148615 1.185374
H: -5.466947 6.485285 2.905794
C: 0.051943 -4.066325 5.203574
H: 1.302593 2.020385 4.620004
H: 5.757543 -3.070215 0.740074
H: -6.002587 1.256515 3.137484
O: 7.842793 -0.593635 -2.600206
N: 1.454103 3.712435 -3.150816
H: 0.869033 4.993245 -0.472086
H: -1.437257 -0.840055 4.007844
H: -5.550407 -0.592865 -4.407866
O: 1.934573 6.483695 0.374404
H: 3.660133 -0.471845 2.679324
C: -0.160947 0.160975 -0.137866
H: -2.505277 -3.020145 -1.017296
O: -0.092427 -1.346215 -2.084206
O: -4.756207 0.146675 -2.057106
H: -1.233427 -4.920325 3.088934
H: 3.155633 3.548835 -0.150476
H: -0.794377 -6.252585 -1.276536
H: -1.218947 4.320165 1.275544
H: -2.283317 2.544235 -1.718966
C: 2.599553 4.140935 0.576354
H: 0.082163 -2.042245 -1.446506
H: 5.486743 1.673505 -5.312426
H: -3.688147 5.209125 -6.621276
O: -3.014557 -5.061555 -1.301926
C: -4.405037 -5.040705 -1.005566
C: -6.056127 0.434285 2.423924
H: 2.106813 2.532915 1.376354
H: -0.717887 -4.825935 5.339424
H: -2.251247 4.181435 -1.069276
H: -1.246977 0.069335 -0.121796
H: 5.064093 1.350195 0.119894
C: -2.014967 6.470305 -5.020666
H: 3.021883 -2.551045 -4.472226
H: 4.255113 -0.715845 0.998204
O: -5.226467 -0.662885 2.643064
H: -4.682057 7.518695 1.749424
H: -1.809127 2.699695 1.334074
H: -3.607437 0.122365 1.709844
H: -3.804347 -1.109515 -0.564836
N: -3.832567 4.854395 -5.686706
H: -0.109247 -3.878015 0.996314
C: -1.691827 3.458035 -1.662436
O: 2.762153 -0.625845 -3.888146
C: 4.573463 -4.863105 1.319514
C: 0.773843 -4.248075 7.496394
C: 1.914453 5.196955 -0.240366
H: 0.887073 -0.641765 6.328034
C: -2.523057 5.019035 -4.969186
C: 5.688823 0.445035 -2.210096
C: 1.781573 2.641765 -4.056976
H: -3.717987 0.582385 3.395224
H: 3.925293 -6.545755 2.207824
H: -3.610317 1.067935 -3.399686
H: -4.621677 -5.284105 0.034594
C: -3.062817 -1.520185 3.017364
H: -2.293397 -0.047595 -5.473006
H: -1.699657 4.461365 -5.415416
H: -0.964807 6.584415 -4.751876
C: 0.782783 2.833355 -5.137396
C: 3.172563 2.795585 -4.599256
H: 1.066723 -5.226235 3.718444
C: 4.948533 1.125035 1.994624

Cartesian forces (eV/Å) of the 2 atoms listed first:
-0.3 -1.0 1.5
1.4 2.5 0.5

gap between HOMO and LUMO (spin up / spin down): 8.798 / 2.915 eV
multiplicity: 2
E_LUMO (spin up / spin down): -1.825 / -7.708 eV
charge: +1